Formula: C5H8N2S
Source: OMol25
Level of theory: ωB97M-V/def2-TZVPD

Output
HOMO-LUMO gap = 9.05 eV
HOMO = -8.34 eV
Calculated total energy = -703.011710 hartree
SMILES = C=C1CN(C)C(=S)N1

XYZ file:
```
16
C5H8N2S, DFT ωB97M-V/def2-TZVPD
C -2.437 -1.095 -0.125
C -1.140 -0.793 -0.003
C -0.628 0.628 -0.006
N 0.822 0.471 -0.049
C 1.687 1.604 0.005
C 1.169 -0.818 -0.054
S 2.725 -1.485 -0.068
N 0.001 -1.524 0.181
H -2.744 -2.122 -0.123
H -3.223 -0.350 -0.178
H -1.022 1.193 -0.839
H -0.900 1.169 0.923
H 1.311 2.391 -0.642
H 2.690 1.269 -0.276
H 1.713 1.990 1.002
H -0.022 -2.529 0.251
```